# C52H112BFN3O3S2

A 6-piece molecular cluster, C52H112BFN3O3S2 overall at a distorted geometry (ωB97M-V/def2-TZVPD, OMol25).

XYZ file:
```
174
Properties=species:S:1:pos:R:3:lowdin_charge:R:1
C 2.0484 4.4603 -2.6005 -0.10
C 0.5705 4.2914 -3.0064 -0.24
C -0.3215 5.1871 -2.1475 -0.18
C -1.8051 5.0651 -2.5408 -0.18
N -2.5845 4.5743 -1.3882 -0.23
C -2.8318 5.6199 -0.3722 -0.18
C -2.0431 5.3924 0.9254 -0.16
C -2.0654 3.9391 1.4088 -0.16
C -0.6405 3.4129 1.7102 -0.08
C -0.5817 1.9435 1.4647 -0.15
C -0.9126 1.3146 0.3469 0.02
N -0.7505 -0.0407 0.5302 0.07
C -1.0421 -1.0824 -0.4618 -0.09
C 0.0304 -1.2352 -1.5159 -0.16
C 1.3595 -1.8313 -0.9936 -0.18
C 1.9034 -2.8979 -1.9573 -0.16
C 2.0380 -2.4492 -3.4160 -0.23
O 3.3952 -2.3273 -3.8377 -0.18
C 3.8215 -0.9744 -3.7822 -0.09
C -0.3137 -0.2045 1.7653 -0.29
F -0.0561 -1.3812 2.2709 0.22
N -0.1867 0.9467 2.3677 0.09
C 0.2569 1.1003 3.7614 0.05
B -0.7929 0.3549 4.7446 -0.61
O -2.1298 0.7171 4.6007 0.16
O -0.4258 -0.5850 5.6558 0.18
C -3.7746 3.9362 -1.8295 -1.08
S -5.0350 4.6428 -2.5253 0.79
S -3.7969 2.1534 -1.5432 0.85
C -3.6461 1.3959 -3.1813 -0.48
C -2.3131 1.6733 -3.8629 -0.30
C -1.8448 0.5272 -4.7770 -0.08
H 2.3961 3.5946 -2.0452 0.05
H 2.6775 4.6067 -3.4737 0.07
H 2.1920 5.3291 -1.9615 0.07
H 0.4128 4.4664 -4.0652 0.11
H 0.3012 3.2736 -2.7267 0.09
H 0.0100 6.2237 -2.1549 0.12
H -0.2281 4.8207 -1.1285 0.09
H -2.1983 6.0030 -2.9399 0.12
H -1.8857 4.3214 -3.3277 0.09
H -3.8961 5.6636 -0.1641 0.10
H -2.5596 6.6120 -0.7333 0.13
H -2.5110 6.0159 1.6847 0.11
H -1.0306 5.7711 0.8051 0.10
H -2.5928 3.2982 0.7114 0.06
H -2.6119 3.8880 2.3486 0.12
H 0.0839 3.8669 1.0407 0.12
H -0.4294 3.6060 2.7555 0.11
H -1.2526 1.8430 -0.5257 0.10
H -1.2798 -2.0114 0.0431 0.14
H -1.9613 -0.7745 -0.9554 0.12
H -0.3690 -1.9192 -2.2624 0.11
H 0.2469 -0.2915 -2.0100 0.11
H 1.2387 -2.2937 -0.0161 0.10
H 2.1116 -1.0480 -0.9196 0.10
H 2.8691 -3.2801 -1.6399 0.12
H 1.2266 -3.7516 -1.9174 0.11
H 1.5420 -1.5031 -3.6427 0.10
H 1.5686 -3.2050 -4.0430 0.12
H 4.9013 -0.9768 -3.8839 0.09
H 3.3517 -0.3698 -4.5612 0.08
H 3.5828 -0.5315 -2.8115 0.06
H 0.2279 2.1452 4.0450 0.12
H 1.2642 0.7202 3.8967 0.13
H -2.4909 0.2387 3.8433 0.11
H -0.5563 -1.4828 5.3270 0.10
H -4.4854 1.7369 -3.7845 0.08
H -3.8025 0.3295 -3.0414 0.06
H -1.5597 1.8265 -3.0900 0.07
H -2.3496 2.5874 -4.4478 0.10
H -0.8533 0.1893 -4.4813 0.05
H -1.7892 0.8111 -5.8211 0.07
H -2.5006 -0.3354 -4.6762 0.06
C -0.9424 -6.7244 -5.3537 -0.10
C -1.8843 -6.4664 -4.1809 -0.27
C -3.3096 -6.1202 -4.6102 -0.22
C -3.4378 -4.8405 -5.4373 -0.22
C -2.8994 -3.5830 -4.7613 -0.27
C -3.6305 -3.2238 -3.4697 -0.11
H -0.8252 -5.8390 -5.9812 0.05
H 0.0489 -7.0045 -4.9945 0.07
H -1.3138 -7.5385 -5.9782 0.08
H -1.4744 -5.6708 -3.5499 0.09
H -1.9214 -7.3623 -3.5562 0.11
H -3.9393 -6.0450 -3.7187 0.10
H -3.7171 -6.9507 -5.1934 0.11
H -4.4944 -4.6882 -5.6784 0.11
H -2.9305 -4.9705 -6.3969 0.10
H -2.9977 -2.7462 -5.4591 0.10
H -1.8281 -3.6888 -4.5602 0.09
H -4.6960 -3.0741 -3.6527 0.08
H -3.2296 -2.2957 -3.0492 0.04
H -3.5194 -4.0019 -2.7125 0.07
C -1.9705 -7.1618 7.8224 -0.11
C -1.2845 -5.8687 8.2533 -0.27
C -1.4555 -4.7276 7.2523 -0.23
C -0.8507 -4.9877 5.8713 -0.23
C 0.6443 -5.3030 5.8660 -0.27
C 1.5035 -4.1644 6.4059 -0.10
H -1.5485 -7.5553 6.8962 0.07
H -1.8519 -7.9298 8.5871 0.07
H -3.0399 -7.0030 7.6708 0.08
H -0.2231 -6.0590 8.4334 0.10
H -1.7037 -5.5503 9.2105 0.11
H -1.0213 -3.8171 7.6764 0.10
H -2.5232 -4.5202 7.1293 0.11
H -1.0270 -4.1019 5.2447 0.09
H -1.3877 -5.8058 5.3842 0.10
H 0.9477 -5.5158 4.8370 0.10
H 0.8421 -6.2141 6.4351 0.10
H 1.3434 -3.2523 5.8230 0.06
H 2.5615 -4.4202 6.3433 0.07
H 1.2784 -3.9483 7.4506 0.07
C -0.0125 -2.7943 -7.7343 -0.10
C 0.6003 -1.5366 -7.1272 -0.27
C 0.5304 -0.3229 -8.0521 -0.23
C 1.2955 -0.4669 -9.3673 -0.22
C 2.7845 -0.7730 -9.2150 -0.27
C 3.5595 0.3213 -8.4868 -0.11
H 0.5130 -3.1099 -8.6359 0.07
H 0.0327 -3.6190 -7.0197 0.06
H -1.0610 -2.6268 -7.9909 0.08
H 1.6388 -1.7315 -6.8415 0.10
H 0.0686 -1.2980 -6.1998 0.08
H 0.8996 0.5521 -7.5073 0.10
H -0.5201 -0.1138 -8.2814 0.11
H 1.1810 0.4614 -9.9355 0.11
H 0.8327 -1.2471 -9.9776 0.10
H 3.2126 -0.9016 -10.2118 0.11
H 2.9245 -1.7267 -8.6984 0.10
H 3.4639 1.2771 -9.0060 0.08
H 4.6200 0.0713 -8.4393 0.07
H 3.2070 0.4519 -7.4615 0.05
C 5.0403 1.1290 -0.5405 -0.11
C 5.0406 2.2697 0.4744 -0.27
C 5.4731 3.6106 -0.1179 -0.23
C 6.9017 3.6517 -0.6615 -0.23
C 7.9891 3.2979 0.3516 -0.27
C 8.0501 4.2552 1.5383 -0.11
H 6.0392 0.9374 -0.9327 0.07
H 4.6877 0.2040 -0.0787 0.07
H 4.3808 1.3574 -1.3821 0.06
H 5.6784 2.0061 1.3220 0.10
H 4.0277 2.3819 0.8766 0.09
H 5.3515 4.3871 0.6426 0.10
H 4.7867 3.8762 -0.9293 0.09
H 7.0928 4.6572 -1.0485 0.11
H 6.9859 2.9817 -1.5219 0.10
H 8.9537 3.3131 -0.1610 0.11
H 7.8527 2.2743 0.7124 0.10
H 8.2229 5.2795 1.2030 0.08
H 8.8655 3.9810 2.2084 0.07
H 7.1273 4.2370 2.1208 0.06
C -4.4733 2.1905 11.1229 -0.11
C -3.1588 2.9224 10.8685 -0.27
C -3.1522 3.7259 9.5689 -0.23
C -3.3277 2.8955 8.2964 -0.23
C -2.2872 1.7960 8.0929 -0.26
C -0.8616 2.3236 7.9564 -0.10
H -4.6799 1.4487 10.3497 0.06
H -4.4400 1.6662 12.0785 0.07
H -5.3088 2.8924 11.1553 0.08
H -2.3329 2.2054 10.8753 0.10
H -2.9729 3.6092 11.6977 0.11
H -2.2188 4.2935 9.5090 0.10
H -3.9525 4.4711 9.6083 0.11
H -3.2986 3.5731 7.4359 0.11
H -4.3241 2.4459 8.2865 0.10
H -2.5443 1.2439 7.1852 0.09
H -2.3338 1.0738 8.9119 0.10
H -0.7838 3.0223 7.1173 0.07
H -0.1689 1.4978 7.7759 0.07
H -0.5311 2.8359 8.8600 0.07
```

Computed properties:
Spin multiplicity = 1
LUMO = -2.79 eV
Energy = -91413.7687 eV
M = 921.43 g/mol
Gap between HOMO and LUMO = 0.2903 Eh
HOMO energy = -10.691 eV
Total charge = +1